No. 1
DFT (ωB97M-V/def2-TZVPD) results for 2 unconnected molecules or ions with the total composition C3H6F2NP in a non-equilibrium geometry.

HOMO energy: -0.3865 Ha
Energy relative to the best compared isomer or geometry (same formula, charge and spin): 1.305 eV
Max |F|: 2.88 eV/A
Total energy: -713.651790 Eh

Structure (XYZ):
```
13
Properties=species:S:1:pos:R:3:nbo_charge:R:1
C 2.719 -0.128 -1.369 0.28
C -1.687 -0.190 -0.446 -0.68
C -0.618 -0.224 0.691 0.49
N 2.756 -0.635 -0.333 -0.72
F -1.050 -0.748 1.872 -0.36
F 0.313 -1.135 0.266 -0.38
P 0.384 1.396 0.894 0.23
H -1.728 -1.148 -1.004 0.23
H -1.182 0.515 -1.029 0.23
H -2.673 -0.061 -0.084 0.23
H 2.618 -0.856 0.645 0.46
H -0.656 2.253 0.315 -0.01
H 0.804 0.961 -0.417 0.00
```

***

No. 2
DFT (ωB97M-V/def2-TZVPD) results for C25H25N3O7S in the gas phase in a non-equilibrium geometry.

HOMO energy: -0.3089 Ha
Energy relative to the best compared isomer or geometry (same formula, charge and spin): 0.558 eV
Max |F|: 1.40 eV/A
Total energy: -2056.755061 Eh
SMILES: CCc1ccc(NC(=O)[C@@H](C)OC(=O)c2ccc(NS(=O)(=O)c3ccc(C)c([N+](=O)[O-])c3)cc2)cc1

Structure (XYZ):
```
61
Properties=species:S:1:pos:R:3:nbo_charge:R:1
C -7.193 -3.739 -1.132 -0.59
C -7.037 -3.059 0.230 -0.41
C -6.003 -1.971 0.160 -0.03
C -6.355 -0.675 -0.194 -0.21
C -5.409 0.326 -0.300 -0.19
C -4.071 0.038 -0.053 0.13
N -3.058 1.002 -0.134 -0.60
C -3.142 2.307 -0.475 0.67
O -4.149 2.914 -0.759 -0.60
C -1.780 3.015 -0.407 0.01
C -1.579 3.579 1.000 -0.63
O -0.754 2.073 -0.743 -0.53
C 0.437 2.566 -1.121 0.80
O 0.699 3.743 -1.137 -0.59
C 1.384 1.492 -1.497 -0.20
C 0.975 0.173 -1.675 -0.13
C 1.896 -0.802 -1.996 -0.27
C 3.244 -0.473 -2.143 0.25
N 4.191 -1.453 -2.399 -0.86
S 5.720 -1.370 -1.709 2.32
O 6.155 -2.727 -1.607 -0.92
O 6.535 -0.431 -2.408 -0.92
C 5.381 -0.695 -0.076 -0.34
C 6.203 0.294 0.434 -0.15
C 5.925 0.844 1.671 -0.20
C 4.817 0.447 2.421 0.03
C 4.549 1.094 3.735 -0.63
C 3.997 -0.548 1.870 0.07
N 2.788 -1.004 2.517 0.52
O 1.955 -1.526 1.806 -0.38
O 2.667 -0.841 3.709 -0.36
C 4.288 -1.126 0.637 -0.16
C 3.651 0.854 -2.004 -0.30
C 2.726 1.824 -1.685 -0.12
C -3.706 -1.259 0.299 -0.24
C -4.663 -2.248 0.402 -0.19
H -7.497 -3.014 -1.883 0.21
H -7.944 -4.524 -1.081 0.21
H -6.249 -4.179 -1.445 0.20
H -7.997 -2.637 0.533 0.21
H -6.741 -3.803 0.972 0.21
H -7.392 -0.441 -0.387 0.21
H -5.697 1.328 -0.572 0.24
H -2.126 0.656 0.060 0.41
H -1.767 3.835 -1.134 0.23
H -0.653 4.147 1.040 0.23
H -2.410 4.235 1.241 0.23
H -1.538 2.770 1.727 0.21
H -0.065 -0.088 -1.562 0.23
H 1.579 -1.826 -2.127 0.21
H 3.849 -2.399 -2.475 0.42
H 7.044 0.623 -0.156 0.25
H 6.571 1.611 2.068 0.23
H 3.514 1.423 3.812 0.24
H 4.707 0.380 4.543 0.25
H 5.208 1.945 3.881 0.22
H 3.642 -1.904 0.260 0.26
H 4.688 1.102 -2.160 0.24
H 3.022 2.855 -1.571 0.24
H -2.667 -1.488 0.496 0.21
H -4.365 -3.249 0.678 0.21
```

***

No. 3
DFT (ωB97M-V/def2-TZVPD) results for 2 unconnected molecules or ions with the total composition C3H9NO2 in a non-equilibrium geometry.

HOMO energy: -0.3616 Ha
Energy relative to the best compared isomer or geometry (same formula, charge and spin): 1.645 eV
Max |F|: 1.33 eV/A
Total energy: -324.912148 Eh
SMILES: NCCC=O.O

Structure (XYZ):
```
15
Properties=species:S:1:pos:R:3:nbo_charge:R:1
N -1.651 2.392 -0.880 -0.83
C -0.788 1.213 -1.019 -0.22
C -0.348 0.666 0.327 -0.53
C 0.138 -0.769 0.213 0.46
O 0.447 -1.450 1.154 -0.54
H -1.545 2.804 0.046 0.35
H -1.345 3.168 -1.451 0.36
H 0.079 1.488 -1.577 0.18
H -1.349 0.422 -1.519 0.18
H 0.395 1.221 0.902 0.24
H -1.224 0.525 0.978 0.24
H 0.156 -1.188 -0.814 0.10
O 2.655 -3.717 1.188 -0.95
H 2.632 -2.783 1.419 0.48
H 1.750 -3.993 1.035 0.47
```

***

No. 4
DFT (ωB97M-V/def2-TZVPD) results for C4H7NS in the gas phase in a non-equilibrium geometry.

HOMO energy: -0.2977 Ha
Energy relative to the best compared isomer or geometry (same formula, charge and spin): 0.553 eV
Max |F|: 1.81 eV/A
Total energy: -609.538149 Eh
SMILES: CC1=NSCC1

Structure (XYZ):
```
13
Properties=species:S:1:pos:R:3:nbo_charge:R:1
C -0.934 0.392 -1.705 -0.66
C -0.404 0.402 -0.301 0.28
N -0.786 1.304 0.513 -0.56
S -0.182 1.135 2.051 0.42
C 0.891 -0.271 1.672 -0.58
C 0.531 -0.673 0.232 -0.48
H -1.259 1.400 -2.017 0.24
H -1.780 -0.266 -1.839 0.23
H -0.157 0.067 -2.394 0.21
H 0.736 -1.124 2.383 0.23
H 1.982 -0.018 1.714 0.22
H 1.388 -0.751 -0.467 0.23
H -0.026 -1.597 0.160 0.23
```

***

No. 5
DFT (ωB97M-V/def2-TZVPD) results for a molecular structure, C8H16O14V3 in a non-equilibrium geometry.

HOMO energy: -0.1552 Ha
Max |F|: 7.44 eV/A
Total energy: -4199.206180 Eh
Total charge: -1

Structure (XYZ):
```
41
Properties=species:S:1:pos:R:3:mulliken_charge:R:1
O 3.952 6.196 2.099 -0.69
V 4.211 4.835 1.152 1.72
O 4.989 5.359 -0.189 -0.68
O -3.925 4.100 4.071 -0.72
V -2.850 4.815 3.138 1.56
O -2.833 6.412 3.277 -0.73
O 0.762 -1.178 5.157 -0.67
V 1.464 -1.190 3.736 1.73
O 1.120 -2.543 2.901 -0.69
C 0.365 2.273 0.746 0.78
O 1.453 1.783 0.589 -0.64
O -0.394 1.783 1.537 -0.57
O 0.315 3.487 0.689 -0.59
C 5.958 1.202 3.692 0.79
O 4.917 1.666 4.085 -0.54
O 5.937 -0.022 3.494 -0.52
O 6.498 1.838 2.743 -0.53
C 3.390 -2.955 -4.075 -1.22
C 4.060 -1.603 -4.237 0.43
C 3.146 -0.580 -4.879 -1.22
O 4.608 -1.094 -2.990 -0.51
H 2.686 -3.002 -3.244 0.30
H 4.150 -3.710 -3.877 0.33
H 2.964 -3.295 -5.019 0.34
H 4.857 -1.807 -4.953 0.22
H 3.761 0.177 -5.364 0.32
H 2.437 -0.200 -4.143 0.36
H 2.660 -0.973 -5.772 0.33
H 3.884 -0.630 -2.563 0.32
C -5.430 -2.677 0.884 -1.43
C -6.197 -1.674 0.097 0.50
C -7.429 -1.325 0.875 -1.21
O -5.381 -0.568 -0.065 -0.54
H -4.415 -2.915 0.563 0.39
H -6.023 -3.538 1.195 0.34
H -5.192 -2.153 1.809 0.41
H -6.462 -1.959 -0.922 0.24
H -7.150 -1.019 1.883 0.25
H -8.174 -2.118 0.806 0.36
H -7.988 -0.479 0.475 0.35
H -4.701 -0.718 0.597 0.35
```

***

No. 6
DFT (ωB97M-V/def2-TZVPD) results for a gas-phase ion, C2H3BrO2P (charge -1) in a non-equilibrium geometry.

HOMO energy: -0.1302 Ha
Energy relative to the best compared isomer or geometry (same formula, charge and spin): 1.712 eV
Max |F|: 2.85 eV/A
Total energy: -3143.933893 Eh
SMILES: [O-]P(Br)/C=C\O
Total charge: -1

Structure (XYZ):
```
9
Properties=species:S:1:pos:R:3:nbo_charge:R:1
O -0.415 -1.150 -2.666 -1.19
P 0.883 -0.390 -2.556 1.10
Br 2.500 -1.947 -2.063 -0.48
C 0.795 0.245 -0.800 -0.69
C -0.087 0.105 0.163 0.14
O -1.299 -0.599 0.168 -0.75
H 1.637 0.834 -0.312 0.20
H 0.066 0.722 1.175 0.15
H -1.500 -1.163 -0.576 0.51
```

***

Look up the HOMO energy of the first one.
-0.3865 Ha